[1]
The following is a DFT calculation (the ωB97M-V functional and the def2-TZVPD basis) of a molecular structure, C54H59N3O2S2Se3Te2Ti at a distorted geometry.

* DFT total energy: -11794.33976 hartree
* HOMO energy (spin up / spin down): -2.917 / -3.922 eV
* strongest force on any atom: 2.1 eV/Å
* energy relative to the best compared isomer or geometry (same formula, charge and spin): 29.5 kcal/mol
* net charge: -1
* multiplicity: 2

```
126
Properties=species:S:1:pos:R:3:forces:R:3
C -5.470 3.965 -1.665 0.0 0.0 -0.1
Te -3.863 -1.344 3.928 0.2 0.0 0.1
H -1.979 5.512 -2.160 0.1 0.0 0.0
H 0.607 -2.676 -4.896 0.1 -0.1 0.1
H 1.507 -3.235 4.015 0.0 0.1 0.1
H -2.880 -3.556 -2.579 0.0 -0.1 -0.1
C -2.995 -3.318 -1.524 -0.1 0.2 0.0
C 6.764 -1.605 4.374 0.0 0.3 -0.1
C -3.075 3.829 -1.410 -0.1 0.1 -0.1
H -0.699 -2.444 3.347 -0.2 -0.1 0.0
C 1.385 -4.142 3.423 -0.1 0.0 -0.2
H -2.665 2.999 1.721 0.2 -0.1 0.0
C -1.489 -0.099 -1.035 0.6 0.1 -1.0
C 2.136 4.973 2.475 0.4 -0.1 0.1
C 0.107 0.042 -2.918 -0.1 0.1 0.0
C 4.436 -3.149 -0.821 0.2 -0.1 -0.1
C -1.550 4.802 1.856 0.7 -1.0 0.3
H 2.369 -4.497 3.122 0.1 -0.1 0.0
O -1.821 0.419 0.131 -0.7 0.1 -0.1
C 0.690 -0.065 -5.749 -0.2 -0.1 0.1
H -0.364 -5.014 0.561 -0.1 0.0 -0.1
N 1.411 0.870 2.544 -0.6 0.6 -0.1
H 5.711 -2.289 0.706 0.0 0.0 0.1
C 4.167 -4.532 -1.438 0.0 0.2 0.1
C 4.979 -2.244 -1.935 -0.1 -0.1 0.2
N -0.672 2.550 2.027 0.8 0.3 -0.1
C -1.745 -0.412 -6.039 0.2 0.0 0.1
C -1.906 -1.160 -3.152 0.2 0.1 -0.1
C -0.515 -0.856 -5.236 0.0 -0.1 -0.2
H -2.733 -1.713 0.751 -0.3 0.0 0.0
H -2.043 -3.509 -1.029 0.1 -0.1 0.1
S -4.310 4.970 1.589 0.3 0.6 0.1
C -0.773 -0.627 -3.755 0.0 0.0 0.1
H 4.220 -2.072 -2.696 0.0 0.1 -0.1
C 4.642 -1.868 3.513 -0.2 0.6 -0.1
H -5.526 -2.143 -1.616 -0.1 -0.1 0.0
H 0.932 -4.897 4.063 -0.1 -0.1 0.1
H -6.454 3.541 -1.519 0.0 -0.1 0.0
C -2.271 -0.979 -1.825 0.0 0.1 0.4
O -0.293 -1.057 1.516 0.4 -1.9 -0.1
H -1.068 3.443 -1.272 -0.1 0.0 0.0
Se -3.273 0.654 2.584 -1.0 0.2 0.7
H 1.080 0.375 -3.243 0.1 0.1 -0.2
H -2.086 2.218 -0.644 0.2 0.0 0.0
H 6.427 -3.671 -0.135 0.1 -0.1 0.0
H 3.791 -2.411 3.149 -0.2 -0.1 -0.1
H 5.159 -3.921 1.078 0.0 -0.1 0.1
C -1.669 3.412 1.860 -0.9 1.3 0.0
C 1.656 2.213 2.522 0.1 0.3 0.1
C 0.192 -5.195 1.480 0.1 0.1 0.0
H 0.776 -0.196 -6.827 0.0 0.0 -0.1
C -2.961 5.075 -2.032 0.1 0.0 0.0
H -4.145 -0.713 0.381 0.1 -0.1 0.1
C 0.587 3.078 2.238 0.6 0.4 0.2
H -6.221 5.735 -2.615 -0.1 0.1 0.0
C 4.691 -0.496 3.566 0.9 -0.7 0.3
C 0.478 -3.871 2.211 -0.1 -0.3 0.1
H 1.108 -5.719 1.221 0.1 -0.1 -0.1
Se 1.017 0.985 -0.342 -0.2 -0.7 -0.3
H 5.959 -3.557 3.996 0.0 -0.2 0.0
C 1.203 -2.917 1.256 -0.4 0.4 0.1
C -4.994 6.517 1.300 0.1 -0.3 0.0
H -1.885 7.640 1.513 0.2 0.0 0.0
Te -2.123 -0.786 5.990 -0.3 0.1 -0.3
H 5.841 -2.715 -2.409 0.0 0.0 0.0
C 3.948 1.840 3.187 -0.3 -0.4 -0.2
C -4.053 7.496 1.276 -0.4 0.1 0.0
H 0.576 0.997 -5.544 0.0 0.2 0.0
H -1.104 -2.951 -5.203 -0.1 -0.1 0.0
C -4.087 5.752 -2.455 0.0 0.0 0.0
Ti -0.906 0.543 1.851 -0.2 1.1 1.0
C 2.734 -1.291 -0.452 -0.1 0.0 0.1
H 4.933 2.208 3.442 0.1 0.1 0.0
Se -0.426 0.270 4.476 0.2 -0.2 0.3
C 0.770 -1.599 0.984 1.7 -0.7 -1.0
C 3.686 0.462 3.216 -0.8 0.9 -0.3
C 3.161 -2.587 -0.204 0.0 -0.1 0.0
C -0.855 -3.341 2.746 0.2 0.1 0.0
N -1.971 3.191 -0.904 0.0 -0.2 -0.2
C -4.718 -1.559 -2.053 0.2 0.0 0.0
C 2.381 -3.351 0.658 0.2 0.1 -0.2
C -5.345 5.202 -2.278 -0.3 0.1 -0.1
H -1.545 -3.116 1.932 0.0 0.0 0.1
H -2.547 -1.788 -3.754 -0.1 -0.1 -0.1
H 5.029 -4.862 -2.019 0.1 0.0 0.0
C 2.378 0.057 2.899 0.3 -0.3 0.2
H -2.621 -1.001 -5.786 -0.1 -0.1 0.0
H -6.050 6.610 1.151 -0.3 0.0 0.0
H -0.033 -2.521 -6.538 0.0 -0.1 -0.1
H -3.745 -3.987 -1.106 -0.1 -0.1 0.1
C 5.816 -2.490 3.969 0.5 -0.1 0.2
H -4.968 -0.502 -1.973 -0.1 0.1 0.0
C -3.411 -1.852 -1.304 -0.2 -0.1 0.1
C -0.255 5.338 2.022 -0.1 -0.2 0.0
C -0.259 0.292 -1.613 0.1 0.1 0.5
H -0.402 -5.850 2.116 0.0 0.0 0.1
S 6.242 0.025 4.184 -0.4 -0.5 -0.1
C -2.753 7.006 1.492 0.3 -0.5 0.1
H 2.720 -4.349 0.889 0.0 -0.2 0.0
C 1.573 -0.823 0.121 -0.2 0.3 0.0
C -3.667 -1.672 0.187 0.1 0.1 -0.1
C 3.151 4.137 2.782 -0.1 0.4 0.0
H -4.452 2.322 -0.745 0.0 -0.1 0.1
H -4.327 -2.458 0.555 -0.1 -0.1 0.0
H -4.281 8.533 1.103 -0.1 0.2 0.0
H -3.987 6.721 -2.925 0.0 0.0 0.0
H 5.308 -1.288 -1.533 0.0 0.2 0.0
H -1.316 -4.096 3.383 0.0 -0.1 0.0
H 1.615 -0.412 -5.295 0.2 0.0 0.1
H -1.554 -0.526 -7.105 0.0 0.0 -0.1
H 3.290 -0.607 -1.071 0.1 0.0 -0.2
C -0.247 -2.346 -5.484 0.0 0.2 0.0
H -4.644 -1.811 -3.109 0.0 0.0 -0.1
H 3.971 -5.286 -0.680 -0.1 -0.1 0.1
C 2.950 2.728 2.837 -0.2 -0.3 0.0
H 7.736 -1.805 4.779 0.2 -0.1 0.0
C 5.502 -3.268 0.278 -0.1 0.0 -0.2
C -2.703 5.641 1.663 -0.9 0.4 -0.1
C 0.813 4.485 2.230 -0.5 -0.3 -0.1
H -1.969 0.633 -5.836 0.0 0.1 0.0
H 3.306 -4.486 -2.103 -0.1 0.0 -0.1
H 2.287 6.044 2.433 0.1 0.0 0.0
H 4.142 4.512 2.999 0.1 0.1 0.0
C -4.351 3.280 -1.239 0.0 -0.1 -0.1
H -0.091 6.404 2.009 0.0 0.1 0.0
H 2.117 -0.993 2.965 0.0 0.0 0.0
```
Positions in Å, forces in eV/Å.

=====

[2]
The following is a DFT calculation (the ωB97M-V functional and the def2-TZVPD basis) of 4 unconnected molecules or ions with the total composition C54H61NO16 at a distorted geometry.

* DFT total energy: -3352.86270 hartree
* structure (SMILES): CCCCCCCCCCCCCCCCCCc1c(N(C(C)=O)C(C)=O)ccc2c1C(=O)c1ccccc1C2=O.O=C1C=C(O)C(=O)C=C1O.O=C1C=C(O)C(=O)C=C1O.O=C1C=C(O)C(=O)C=C1O
* HOMO energy: -9.301 eV
* strongest force on any atom: 2.0 eV/Å
* energy relative to the best compared isomer or geometry (same formula, charge and spin): 0.0 kcal/mol

```
132
Properties=species:S:1:pos:R:3:forces:R:3
C -2.301 -2.139 -3.583 0.4 0.1 -0.1
H -8.111 -2.480 -2.735 0.0 0.0 0.0
H 0.822 2.846 -0.314 -0.3 0.1 -0.6
C -2.072 -1.973 -0.851 0.0 -0.4 0.5
C -6.269 -2.788 -3.747 -0.2 0.1 0.3
C -2.793 3.092 -0.035 0.2 0.7 0.5
C 1.900 2.218 4.693 -0.1 0.4 0.3
H -2.490 4.486 1.603 -0.1 0.0 -0.2
C 8.259 1.659 -0.433 1.1 -0.4 -0.6
C -5.288 3.638 1.613 0.3 0.6 -0.6
H 5.696 2.651 0.187 0.2 0.1 0.2
H 11.462 -2.154 3.697 0.1 -0.2 -0.3
O -1.470 -2.649 1.358 -0.3 -0.3 0.1
C -2.961 1.837 0.817 0.3 0.7 -0.7
C -9.860 -7.846 -5.127 -0.1 -0.1 0.1
C 0.449 3.851 -0.122 0.2 0.6 1.2
C -8.663 -9.905 -4.247 0.4 -0.2 0.0
H 7.621 0.795 -0.654 -0.3 0.3 0.2
H 8.987 -2.652 3.242 0.0 0.1 0.2
C -3.267 -0.495 2.347 0.2 0.2 -0.2
C -1.976 4.199 0.685 0.2 -0.4 0.3
H -2.609 -4.259 -3.247 0.0 0.2 -0.2
O -0.770 1.197 -1.302 -0.1 0.4 0.1
C 8.111 2.742 -1.509 -0.8 -0.1 0.3
H 6.078 2.907 -2.194 -0.2 0.2 0.2
C 1.697 4.709 0.206 0.0 -1.1 -0.9
O 2.303 0.183 3.483 -0.2 0.3 0.0
H 4.691 4.198 1.865 -0.1 0.1 0.0
H -5.948 3.197 -0.350 0.0 -0.1 0.1
O -8.607 -6.349 -6.426 0.1 -1.9 0.6
H 8.237 2.250 -2.480 0.2 0.2 0.0
C 3.733 1.276 6.672 0.1 -0.4 -0.3
O -6.471 -7.921 -6.198 -0.1 0.3 -0.1
C 4.084 4.650 1.069 0.3 -0.2 -0.2
H 8.058 2.020 0.579 -0.2 0.0 -0.1
C 10.874 -1.665 2.912 -0.2 0.5 0.4
C -6.073 2.765 0.646 0.3 0.0 0.0
H 1.443 5.621 0.753 0.0 -0.1 0.0
H 2.956 2.936 0.410 -0.1 0.1 -0.1
C -3.818 0.709 2.763 -0.1 -0.2 0.6
H -5.779 1.716 0.622 -0.1 0.1 0.1
H 9.795 1.106 2.514 0.1 -0.1 -0.1
C -1.914 -0.830 -1.631 -0.2 0.1 0.5
H 8.786 -0.953 2.863 0.1 0.0 0.1
H -0.224 4.459 1.866 0.1 -0.2 0.0
O 1.147 2.558 3.800 0.0 -0.3 -0.1
H -7.683 -6.329 -6.741 0.0 0.1 -0.1
C -2.405 0.628 0.382 -0.3 -0.2 0.7
O -8.538 -4.176 -6.947 0.0 1.8 -0.1
O 3.292 3.288 7.906 0.2 -0.3 0.0
H -3.397 -1.405 2.922 0.0 0.1 0.0
O -9.646 -3.293 -4.702 0.0 -0.1 -0.3
C 10.005 0.069 0.608 0.6 0.6 -0.3
H -9.446 -4.079 -6.603 0.0 -0.1 -0.1
O -8.765 -11.014 -3.521 -0.3 0.2 0.0
H 4.319 4.388 -1.094 0.0 0.2 0.1
H 10.966 -2.249 1.992 0.0 0.0 0.1
C -2.025 -0.896 -3.015 0.0 -0.4 0.2
C 2.595 0.891 4.571 0.2 -0.4 0.0
O -4.159 3.471 4.772 0.6 0.2 0.2
H -10.763 -7.256 -5.191 0.0 0.0 0.0
H 10.753 -0.620 0.198 -0.2 -0.1 0.1
C 2.759 3.882 0.932 0.4 0.6 0.7
H 9.372 -1.428 4.474 -0.1 0.0 -0.1
H 9.088 -0.488 0.818 0.2 -0.1 0.0
H 8.922 3.471 -1.398 -0.1 -0.1 0.0
C 6.088 3.621 -0.138 -0.3 0.4 -0.9
H 1.663 0.721 2.978 0.0 0.0 0.0
H 3.962 -0.493 5.425 0.0 0.0 0.0
C 10.598 0.698 1.887 -0.1 -0.2 -0.1
H -2.317 2.880 -0.991 0.0 -0.2 0.1
C -6.406 -3.724 -6.103 0.1 0.0 0.1
H 2.431 3.614 1.944 -0.2 0.0 -0.2
H -6.382 1.774 3.183 0.1 0.2 0.0
O -5.553 4.806 1.689 -0.2 0.1 0.3
C -0.546 3.780 1.070 -0.1 0.3 -0.5
C -1.617 0.447 -0.884 -0.1 -0.3 -0.5
C -8.717 -7.476 -5.718 -0.4 0.2 -0.1
C 9.416 -1.658 3.407 0.3 -0.3 -0.3
H 12.437 -0.378 2.191 0.1 0.1 0.3
C 3.455 0.458 5.503 0.1 0.0 0.1
H -6.614 -10.118 -4.765 0.0 0.0 0.0
H 10.363 2.006 -0.320 0.1 -0.2 0.0
C -4.772 3.091 3.832 -0.5 -0.3 0.2
C -3.675 1.890 2.041 0.6 -0.6 -0.5
H 5.387 5.625 -0.366 -0.2 -0.1 -0.3
O -4.363 -3.191 -5.075 -0.5 0.0 0.2
C -7.471 -8.310 -5.621 0.2 -0.4 0.2
C 3.018 2.591 6.806 -0.2 0.4 0.0
N -4.221 3.140 2.469 -1.3 -1.0 -0.2
O -10.925 -9.487 -3.816 0.1 -0.2 0.1
O 4.512 0.951 7.548 -0.1 0.2 0.2
H 11.628 0.186 3.700 0.3 0.0 -0.1
C -1.983 -1.825 0.644 0.0 0.6 -0.3
C -2.423 -3.287 -2.803 0.1 -0.3 0.6
H 1.642 3.970 5.958 0.0 0.0 0.0
H -1.949 5.091 0.049 0.0 -0.1 0.0
C 9.713 1.134 -0.470 -0.4 0.2 0.3
H 3.937 2.752 8.406 0.0 0.0 0.0
H -2.410 -4.099 -0.781 0.1 0.1 -0.1
H -1.927 -0.005 -3.623 0.1 -0.1 0.1
O -5.487 -2.373 -2.756 0.1 -0.1 -0.4
H -9.690 -11.046 -3.210 0.0 0.0 0.0
H 2.128 4.979 -0.768 0.0 0.3 0.2
C 4.935 4.638 -0.223 0.2 -0.2 0.7
H -7.127 2.888 0.903 0.1 -0.1 0.0
C 6.736 3.465 -1.519 0.8 -0.3 0.0
C -7.606 -2.804 -3.634 -0.1 0.0 -0.1
H 3.904 5.685 1.382 -0.2 -0.1 0.0
H -5.900 -4.061 -6.998 0.0 0.0 0.0
H -4.563 -2.451 -3.069 0.0 0.0 0.1
C 2.161 3.026 5.873 -0.1 0.0 -0.1
H -3.763 3.538 -0.276 0.0 -0.2 0.0
H 6.842 3.995 0.563 -0.2 -0.2 0.2
C -2.564 -0.536 1.160 0.2 -0.1 -0.4
C -7.521 -9.535 -4.841 0.1 0.1 -0.1
C 11.480 -0.259 2.710 -0.7 -0.2 -0.1
C -2.309 -3.224 -1.412 0.2 0.6 -0.6
C -8.429 -3.266 -4.736 0.0 0.1 0.5
H -2.423 -2.238 -4.651 0.1 0.1 0.1
H -0.550 2.771 1.493 -0.1 0.1 0.1
H 9.948 0.767 -1.476 -0.2 -0.1 0.1
C -7.743 -3.741 -5.984 0.3 0.0 -0.4
C -5.579 -3.241 -5.010 0.0 -0.2 -0.5
H 6.904 4.453 -1.964 -0.3 -0.1 0.0
C -9.917 -9.084 -4.365 -0.2 0.4 -0.2
C -6.166 2.491 3.982 0.0 -0.3 -0.6
H 11.209 1.555 1.581 0.0 -0.1 0.1
H -4.373 0.672 3.695 0.1 0.2 -0.1
H -6.920 3.279 3.918 0.1 0.0 0.2
H -6.240 1.933 4.916 0.0 0.4 0.1
H -0.061 4.286 -0.986 0.1 -0.4 -0.1
```
Positions in Å, forces in eV/Å.

=====

[3]
The following is a DFT calculation (the ωB97M-V functional and the def2-TZVPD basis) of 11 unconnected molecules or ions with the total composition C54H63N13OP at a distorted geometry.

* DFT total energy: -3223.85761 hartree
* HOMO energy: -2.530 eV
* strongest force on any atom: 1.4 eV/Å
* net charge: -1

```
132
Properties=species:S:1:pos:R:3:forces:R:3
H -5.023 2.539 9.375 0.0 0.0 0.0
H -4.909 3.156 1.516 0.1 0.1 0.0
H -5.016 -0.353 1.157 -0.2 -0.1 -0.1
C -1.622 5.028 3.384 0.0 0.0 0.0
H 8.411 6.126 -4.829 0.0 0.0 0.0
C -5.698 3.803 -1.699 0.0 0.0 0.0
C -6.329 -6.160 4.126 0.0 0.0 0.1
C -2.231 6.595 1.698 -0.1 0.0 -0.1
H 4.265 3.215 -4.192 0.0 0.0 0.0
H -0.709 -0.728 -5.349 0.0 0.0 0.0
H -1.978 7.347 0.958 0.1 0.0 0.0
C -7.084 -5.783 5.224 0.0 0.0 0.0
C -6.187 1.579 -0.997 0.0 0.0 0.1
N 3.737 -4.591 -1.109 0.1 0.0 -0.1
C 4.289 1.290 -7.958 0.0 0.2 0.1
H -6.557 0.576 -1.185 0.0 0.0 0.0
C -4.481 2.158 8.520 0.0 0.0 0.0
C 9.047 2.907 -5.613 0.0 0.0 0.0
C -3.104 1.316 6.343 0.1 0.2 -0.1
N 5.163 1.952 -8.717 0.0 -0.2 -0.1
H 6.044 -5.793 2.774 0.0 0.0 0.0
H 9.691 2.072 -5.367 0.0 0.0 0.0
H 5.131 -6.102 -3.771 0.0 0.0 0.0
C -1.274 -1.047 -3.295 0.0 0.1 0.0
H -5.109 -5.407 2.508 0.0 0.0 0.0
C -0.933 -0.270 -4.390 0.0 0.1 -0.1
C 8.063 2.777 -6.580 0.1 0.0 0.0
H -1.809 -0.892 1.460 -0.2 -0.1 0.0
H -2.553 -1.015 3.808 -0.1 0.0 0.3
C 7.264 3.876 -6.859 -0.1 0.2 -0.1
H 3.933 -5.182 1.576 0.0 0.0 0.0
C 3.784 0.040 -8.282 0.0 0.0 -0.1
H 0.587 -2.509 4.613 0.1 -0.1 0.0
H -7.577 -6.528 5.838 0.0 0.0 0.0
H 5.465 -0.308 -11.190 0.0 0.0 0.0
H 4.698 -1.920 -2.913 0.0 0.0 0.0
O -2.367 -1.518 0.972 0.1 0.5 -0.2
H 3.579 -2.575 -0.787 0.0 0.0 0.0
C 3.105 -4.449 4.765 0.2 0.0 0.3
C 1.160 3.608 -5.449 -0.2 0.1 -0.1
C 5.004 -3.967 -3.510 0.0 0.0 0.0
H -1.111 -4.458 6.822 -0.1 -0.2 0.0
C 4.563 -2.963 -2.663 0.0 0.0 0.0
C -3.911 3.028 7.606 0.0 0.1 -0.1
C -3.635 0.360 7.196 -0.2 -0.1 0.1
H 2.757 5.705 -7.335 0.1 0.0 0.0
C -5.717 -5.165 3.374 0.1 0.1 -0.1
C -1.193 -3.111 5.338 -0.5 0.3 -0.1
H 3.983 -6.561 -1.610 0.0 0.0 0.0
H 2.289 -4.063 5.365 0.0 -0.2 -0.1
N -5.735 1.802 0.234 -0.1 0.2 -0.2
H -5.683 4.580 -2.453 0.0 0.0 0.0
H -6.213 -7.201 3.856 0.0 0.0 0.0
H -1.812 -0.985 -1.208 -0.1 0.0 0.1
H 6.134 -5.502 5.244 0.0 0.0 0.0
H -3.502 -0.691 6.974 0.0 0.0 -0.2
H 7.913 1.847 -7.110 0.0 0.0 0.0
H 6.269 1.926 -10.443 0.0 0.0 0.0
C 2.163 3.109 -4.631 0.1 0.0 0.0
C 3.939 -3.327 -1.479 -0.1 0.0 0.2
H -7.770 -4.094 6.377 0.0 0.0 0.0
P -3.566 -2.162 2.041 -0.1 -0.7 0.9
H 3.832 -1.529 -9.748 0.0 0.0 0.0
C -1.243 5.981 2.451 0.0 0.0 0.0
H -2.554 1.014 5.459 -0.1 -0.1 0.0
C -4.798 -0.769 2.133 1.1 -0.1 0.2
H 4.684 4.919 -5.965 0.0 0.0 0.0
N 7.387 5.054 -6.244 0.1 -0.1 0.1
C 3.689 4.528 -5.792 0.1 0.0 0.0
H -1.075 -1.176 5.980 -0.3 0.2 -0.1
C 2.616 4.965 -6.554 -0.2 0.0 -0.1
H 5.496 -3.724 -4.443 0.0 0.0 0.0
H -0.881 4.525 3.993 0.0 0.0 0.0
H -1.607 -2.202 7.111 0.1 0.1 0.0
C 2.953 -4.582 3.392 0.0 0.0 -0.1
H 3.076 -0.449 -7.627 0.0 0.0 0.0
C -2.966 4.729 3.523 -0.1 -0.1 0.0
C -5.223 4.053 -0.420 0.0 0.0 -0.1
H 0.589 -2.692 6.220 0.0 -0.1 0.0
C 8.337 5.159 -5.315 -0.1 0.1 -0.1
H -6.591 -2.456 4.906 0.0 0.0 0.0
N 4.226 -4.774 5.418 0.0 0.0 -0.2
C 4.205 -0.555 -9.459 0.0 0.0 0.0
H -2.625 -4.153 6.314 -0.1 -0.1 -0.3
C 5.188 -5.409 3.313 0.0 0.0 0.0
H -1.324 -2.124 -3.381 0.0 0.0 0.0
C -2.887 -2.068 3.686 0.1 -0.1 -1.4
H -4.831 5.022 -0.142 0.0 0.0 0.0
N -5.817 -3.870 3.649 -0.4 -0.1 0.1
C 4.803 -5.287 -3.140 0.0 0.0 0.0
H 3.981 1.797 -7.049 0.0 0.0 0.0
H 9.944 4.268 -4.204 0.0 0.0 0.0
C 3.453 3.581 -4.808 0.0 0.0 0.0
C -5.266 3.018 0.502 0.0 -0.1 0.1
H -4.936 5.192 2.790 0.0 0.0 0.1
N 0.278 -3.130 5.355 -0.3 0.1 0.0
C -1.469 0.969 -2.041 0.0 0.0 -0.1
N 1.367 4.524 -6.398 0.2 -0.1 0.1
H -6.565 2.305 -2.984 0.0 0.0 0.0
C 4.016 -5.070 2.651 0.0 0.0 -0.1
C -6.542 -3.523 4.707 0.1 0.1 0.0
C 4.165 -5.543 -1.936 -0.1 0.0 0.1
C 9.190 4.124 -4.965 0.0 0.0 0.0
N -3.530 6.320 1.815 0.1 -0.1 0.1
C -4.340 0.793 8.306 0.0 0.1 0.0
H 6.483 3.815 -7.609 0.0 -0.1 0.0
H 0.140 3.257 -5.344 0.0 -0.1 0.0
N -1.681 -4.338 5.986 0.4 0.3 0.2
H -0.203 6.243 2.309 0.0 0.0 0.0
N -1.718 -1.951 6.128 0.7 -0.4 0.3
C -3.874 5.399 2.717 0.0 0.1 -0.1
H -1.675 1.503 -1.124 0.0 0.0 0.0
C -6.190 2.541 -1.997 0.0 0.1 0.0
H -1.959 -4.027 3.526 0.0 -0.1 0.1
C 5.558 1.364 -9.846 0.0 0.1 0.1
H -4.001 4.103 7.733 0.0 0.0 0.0
H -4.328 0.025 2.733 -0.2 0.0 0.0
H -4.775 0.079 8.995 0.0 0.0 0.0
H 2.020 -4.306 2.920 0.0 0.0 0.0
N -3.230 2.632 6.529 -0.1 -0.1 0.1
H -3.303 3.990 4.240 0.0 0.0 0.0
C -1.545 -0.414 -2.092 0.0 -0.2 0.2
C 5.112 0.120 -10.262 0.0 0.0 0.0
H -0.840 -2.704 3.238 0.2 -0.2 0.1
C -1.695 -3.024 3.863 -0.4 0.8 0.3
C -1.121 1.654 -3.195 0.0 0.0 -0.1
N -0.852 1.061 -4.360 0.0 0.0 0.1
C 5.238 -5.246 4.688 0.0 0.0 0.1
H 1.932 2.368 -3.878 -0.1 0.0 0.0
C -7.194 -4.434 5.525 0.0 0.0 0.0
H -5.683 -1.141 2.642 -0.1 0.0 -0.1
H -1.050 2.738 -3.195 0.0 0.0 0.1
```
Positions in Å, forces in eV/Å.